Entry 1:
{"formula": "C23H44AlOSSi", "method": "wB97M-V/def2-TZVPD", "gap_ev": 6.7, "homo_ha": -0.15683, "charge": -1, "largest_force_ev_per_a": 1.6, "elements": ["C", "C", "C", "C", "Al", "S", "C", "C", "C", "C", "C", "C", "C", "C", "Si", "C", "C", "C", "C", "C", "C", "C", "C", "H", "H", "H", "H", "H", "H", "H", "H", "H", "H", "H", "H", "H", "H", "H", "H", "H", "H", "H", "H", "H", "H", "H", "H", "H", "H", "H", "H", "H", "H", "H", "H", "H", "H", "H", "H", "H", "H", "C", "C", "O", "C", "H", "H", "H", "H", "H", "H"], "coordinates": [[6.67814, -0.89559, 1.81156], [5.48347, -0.80472, 0.83646], [5.77548, -1.54382, -0.50521], [5.29202, -0.75006, -1.74682], [3.29217, -0.36241, -1.69019], [2.38681, -1.06897, -3.69201], [2.85710, 1.56925, -1.20917], [1.92455, 2.33265, -2.18897], [0.54281, 1.65059, -2.37523], [-0.64882, 2.60038, -2.09862], [-1.10711, 2.50106, -0.63549], [-2.40119, 3.27643, -0.34157], [-3.69651, 2.53001, -0.67707], [-4.02696, 1.37188, 0.31979], [-3.50033, -0.36912, -0.23939], [-2.26958, -1.05172, 1.03704], [-2.72257, -0.37094, -1.97161], [-4.92724, -1.61498, -0.31623], [-5.12500, -2.62185, 0.60473], [-6.15392, -3.53110, 0.49574], [-6.99903, -3.41993, -0.58764], [-6.85289, -2.42491, -1.51693], [-5.81823, -1.52898, -1.38356], [6.69799, -0.04737, 2.50660], [7.64633, -0.98028, 1.30401], [6.56452, -1.82340, 2.39199], [5.18355, 0.23062, 0.63201], [4.61363, -1.28863, 1.27916], [5.27379, -2.52208, -0.49550], [6.86130, -1.73732, -0.55599], [5.53558, -1.37720, -2.62151], [5.91267, 0.15981, -1.84327], [2.68407, -1.30489, -0.51389], [1.78590, -2.22790, -3.35879], [3.82567, 2.10195, -1.17150], [2.46351, 1.61445, -0.17919], [2.46002, 2.38916, -3.14797], [1.81894, 3.37834, -1.84646], [0.50847, 1.28740, -3.40764], [0.52048, 0.75431, -1.74228], [-1.46187, 2.27882, -2.76800], [-0.34629, 3.61850, -2.36737], [-1.11452, 1.46117, -0.29064], [-0.30790, 2.99542, -0.05757], [-2.39378, 3.61546, 0.70346], [-2.37873, 4.19501, -0.94872], [-4.51259, 3.26137, -0.55717], [-3.76003, 2.21506, -1.72513], [-5.10526, 1.37465, 0.53066], [-3.52217, 1.61672, 1.26515], [-1.42170, -0.37372, 1.17420], [-2.77588, -1.21949, 1.99805], [-1.93020, -2.04016, 0.69965], [-2.58474, -1.42834, -2.22924], [-1.73240, 0.08986, -1.97031], [-3.41552, 0.12608, -2.65809], [-4.42857, -2.71142, 1.43809], [-6.28559, -4.33363, 1.21489], [-7.79827, -4.15454, -0.67934], [-7.52003, -2.35581, -2.37248], [-5.66218, -0.74181, -2.12068], [2.91986, -1.05720, 4.87369], [2.46646, -0.22865, 3.69156], [2.95767, -0.36699, 2.60039], [1.36848, 0.78145, 3.93941], [3.70775, -1.73676, 4.55418], [3.31135, -0.40676, 5.65826], [2.08462, -1.64288, 5.26249], [1.69236, 1.51179, 4.68371], [0.46606, 0.27508, 4.28761], [1.14398, 1.30155, 3.00988]]}


Entry 2:
{"formula": "C24H50ClFN5OS2", "method": "wB97M-V/def2-TZVPD", "gap_ev": 6.8, "smiles": "CCOCCCCC/[N+](C[C@@H](C)Cl)=C(/NF)N(CCCCCN)CCCSC(=S)N(CC)CC", "homo_ha": -0.38690, "charge": 1, "largest_force_ev_per_a": 3.0, "elements": ["C", "C", "O", "C", "C", "C", "C", "C", "N", "C", "C", "C", "Cl", "C", "N", "F", "N", "C", "C", "C", "C", "C", "N", "C", "C", "C", "S", "C", "S", "N", "C", "C", "C", "C", "H", "H", "H", "H", "H", "H", "H", "H", "H", "H", "H", "H", "H", "H", "H", "H", "H", "H", "H", "H", "H", "H", "H", "H", "H", "H", "H", "H", "H", "H", "H", "H", "H", "H", "H", "H", "H", "H", "H", "H", "H", "H", "H", "H", "H", "H", "H", "H", "H", "H"], "coordinates": [[4.07982, 2.88254, 1.64828], [3.34093, 1.84155, 2.62256], [4.20409, 0.73684, 2.90186], [3.54870, -0.22331, 3.77691], [2.53425, -1.04436, 2.87868], [1.98865, -2.38126, 3.53598], [0.60712, -2.89921, 2.90544], [0.36358, -2.39177, 1.43580], [-0.88767, -2.89245, 0.79281], [-2.13309, -2.49452, 1.48972], [-2.53966, -0.96390, 1.34977], [-4.09038, -0.88758, 1.79878], [-1.65290, 0.12608, 2.55054], [-0.90592, -2.63928, -0.59503], [-1.75832, -3.23740, -1.42570], [-2.67851, -4.12664, -1.00163], [0.07325, -1.75000, -1.15148], [0.81440, -2.31561, -2.31743], [2.37987, -2.13155, -1.98822], [3.22808, -1.66995, -3.25240], [3.94469, -0.26746, -2.99586], [5.08476, -0.40409, -1.88852], [4.75414, 0.53658, -0.77099], [-0.44159, -0.37397, -1.37178], [-1.65108, -0.24790, -2.38549], [-1.86979, 1.25933, -2.91716], [-1.25684, 2.45950, -1.65201], [-2.29061, 3.97839, -1.58803], [-1.50201, 5.41872, -1.93174], [-3.69425, 4.07206, -1.23573], [-4.55833, 3.09941, -1.94551], [-4.77044, 1.70048, -1.23204], [-3.94701, 4.16235, 0.21913], [-3.01927, 3.27792, 1.14682], [3.72797, 2.71509, 0.58086], [3.72554, 3.93211, 1.90063], [5.19641, 2.77304, 1.69110], [2.37970, 1.56519, 2.09394], [3.03216, 2.40313, 3.56013], [2.93516, 0.36724, 4.52613], [4.28594, -0.85497, 4.34093], [2.94367, -1.24608, 1.84227], [1.62959, -0.36915, 2.72343], [1.80982, -2.17003, 4.63798], [2.79503, -3.17213, 3.44349], [0.64384, -4.03168, 2.96656], [-0.20149, -2.58998, 3.64026], [1.22453, -2.80385, 0.81662], [0.40647, -1.27617, 1.30775], [-2.09867, -2.70164, 2.60455], [-3.03916, -3.08040, 1.12866], [-2.51861, -0.56707, 0.29877], [-4.67456, -1.01289, 0.82995], [-4.33468, 0.10611, 2.26925], [-4.30710, -1.76671, 2.46549], [-1.76501, -3.06510, -2.43961], [0.61389, -3.42359, -2.45667], [0.61609, -1.71767, -3.25511], [2.44506, -1.28422, -1.23052], [2.80548, -3.04407, -1.46115], [4.02590, -2.44772, -3.43093], [2.56876, -1.61644, -4.16499], [3.19408, 0.54999, -2.77054], [4.41528, 0.01521, -3.98918], [6.04869, -0.01678, -2.34022], [5.20477, -1.47181, -1.54142], [3.73678, 0.56620, -0.61789], [5.15249, 0.16142, 0.09949], [0.42080, 0.21871, -1.82086], [-0.62815, 0.08290, -0.35742], [-2.63201, -0.65111, -1.97168], [-1.38924, -0.86033, -3.30484], [-2.94545, 1.37503, -3.21218], [-1.23600, 1.36302, -3.84265], [-4.18748, 3.03348, -3.00774], [-5.58873, 3.57957, -2.01288], [-3.84710, 1.06161, -1.14824], [-5.51870, 1.12145, -1.86604], [-5.23988, 1.77881, -0.20781], [-3.76719, 5.24356, 0.52786], [-5.02375, 3.95286, 0.48941], [-1.91989, 3.51037, 1.07789], [-3.29760, 3.39096, 2.24476], [-3.12214, 2.16497, 0.93608]]}